1.
This record from the Open Molecules 2025 dataset describes a cluster of 6 separate species, C43H68N5O3P2 in total in a non-equilibrium geometry. The level of theory is ωB97M-V with the def2-TZVPD basis set.

Structure (ORCA input):
```
! RIJCOSX wB97M-V def2-TZVPD def2/J DEFGRID3
* xyz -1 1
H -0.469 3.759 1.023
H -2.176 1.648 2.648
H 3.934 -6.119 3.514
H -0.378 -1.189 -2.758
H -0.553 -0.125 3.615
C -2.838 -3.528 5.554
H 4.233 6.027 4.167
H 1.140 -0.834 4.693
H -2.343 0.890 -2.011
C -2.915 1.820 -1.803
C -5.872 5.127 -3.508
H -3.602 4.503 0.881
C 3.007 -4.590 -9.759
H 1.440 -1.273 0.321
H -4.640 -2.351 5.637
H 2.870 4.789 5.444
H 0.339 2.000 5.588
H -2.698 -2.087 2.044
H 4.757 1.059 3.254
N 5.186 -2.494 2.980
C -4.443 1.388 -1.757
H 3.478 -2.180 1.887
C -0.293 -2.470 -5.881
C -6.893 5.283 -4.433
H 3.917 -5.917 -11.182
C -7.169 3.833 -2.158
H -4.903 5.588 -3.665
H -0.723 -1.057 -0.944
H -0.966 2.873 3.136
H -6.741 5.872 -5.328
H 2.967 2.459 5.362
C 3.536 -4.204 2.624
H -1.568 0.840 4.786
C -8.252 3.923 -3.018
N -5.989 4.418 -2.382
N -1.184 -1.635 -5.335
H -0.434 0.351 1.293
C 4.285 -5.105 3.364
O 2.053 -1.420 -0.408
C -8.107 4.666 -4.179
H -5.005 2.285 -1.431
C 3.523 2.870 2.797
H -2.926 -3.907 6.564
H -0.896 -3.642 2.791
C 0.633 1.358 4.733
C -3.081 4.270 -0.071
C 4.422 4.006 3.386
H -2.199 -5.158 -6.581
H 4.566 1.659 5.494
H 1.905 0.891 -0.082
H -7.234 3.265 -1.236
C 1.421 -0.679 -1.491
C 2.149 -4.529 -8.672
C 3.793 5.445 3.317
C 3.538 1.558 5.070
H 0.172 -2.430 -1.611
C -1.709 -3.381 3.456
H 6.822 -3.007 4.101
H 2.591 -4.491 2.183
H 2.103 -0.816 -2.357
C 3.252 -5.827 -10.332
C 5.489 -4.688 3.910
H 5.352 4.045 2.771
H -2.797 2.555 -2.635
H 2.800 -7.931 -10.220
H 1.407 4.072 4.721
C -2.441 -2.075 -5.239
H -8.930 4.762 -4.877
C 2.902 0.208 5.519
H 0.161 -4.372 -6.782
C 5.890 -3.380 3.691
C -2.712 -2.518 3.039
C -1.915 -4.173 -6.233
C 2.003 5.009 4.785
C 1.790 -6.778 -8.714
C 1.342 0.836 -1.034
P -0.225 2.628 0.127
H 2.446 3.119 2.739
H 4.753 3.827 4.428
C 4.028 -2.918 2.461
C -0.726 0.879 4.067
P -2.452 2.485 -0.108
O 2.378 5.484 3.495
H 0.892 -0.124 6.287
H -3.787 4.478 -0.903
C -0.213 1.402 1.609
C -2.856 -3.327 -5.668
H 2.990 0.800 3.047
C 2.633 -6.948 -9.801
N -3.745 -2.153 3.804
H -1.012 -4.569 5.104
H 6.102 -5.363 4.494
H -3.142 -1.377 -4.794
H 1.175 1.883 3.928
C 3.756 1.473 3.501
H -9.184 3.425 -2.785
C 1.348 0.083 5.288
O 0.006 1.264 -0.957
H 3.140 -0.017 6.584
C -0.603 -3.739 -6.345
C -1.777 -3.893 4.741
H -4.582 0.614 -0.972
C -3.790 -2.663 5.039
H 3.855 2.716 1.743
H 0.854 1.370 1.969
H 3.385 -0.608 4.930
H 4.029 5.942 2.360
H 1.834 1.426 -1.849
H -3.890 -3.630 -5.562
H 1.197 2.899 0.247
H 0.720 -2.086 -5.944
N 1.540 -5.595 -8.143
H -4.803 1.035 -2.753
H 1.410 5.826 5.255
H -2.237 5.002 -0.166
H 1.929 -3.583 -8.188
C -1.091 1.810 2.833
H -0.229 3.517 -1.046
H 3.470 -3.692 -10.145
H 1.282 -7.625 -8.266
C 0.024 -1.325 -1.719
*
```

The orbital gap comes out at 4.614 eV.

***

2.
This record from the Open Molecules 2025 dataset describes a structure of composition C43H69O2P3S2SiV in a non-equilibrium geometry. The level of theory is ωB97M-V with the def2-TZVPD basis set.

Structure (ORCA input):
```
! RIJCOSX wB97M-V def2-TZVPD def2/J DEFGRID3
* xyz 0 4
H 4.205 -1.332 4.761
C -3.390 1.185 0.275
H 3.290 -0.461 -2.670
H 2.825 1.866 -1.692
C 2.325 -0.546 5.453
P 1.534 -0.659 -1.032
H -0.701 4.157 -4.512
C -4.669 0.752 2.902
H -2.145 1.466 2.012
C 5.376 0.943 1.246
P -1.914 1.056 -0.847
H -1.184 3.295 -0.695
C 2.533 -3.155 -1.951
H -1.113 -4.695 4.549
H -1.033 1.927 -3.336
H 2.547 -0.661 6.517
C -0.841 -3.677 4.264
C -3.076 3.643 -1.581
H 4.355 1.882 -0.411
H -1.941 -4.046 0.704
C 0.099 -4.422 -1.633
H -4.926 2.709 2.033
H 3.704 1.086 5.271
H -4.174 -0.789 -0.160
H 4.288 2.078 -3.521
H -3.725 3.246 -2.362
C 3.143 -1.567 4.674
H 4.918 -1.098 1.835
C 2.287 -0.030 -2.612
H -2.468 5.613 -0.946
C 2.654 0.884 5.056
P -0.200 -0.402 4.310
H 2.894 2.954 -4.134
H 1.656 -0.240 -5.966
H 0.240 -3.568 4.341
C -3.538 -0.317 -4.391
H 3.264 -5.042 -2.653
C -1.550 -2.696 5.184
H -2.603 2.980 1.234
H 2.719 0.820 1.927
H 5.403 1.102 2.327
H 3.375 1.511 -5.930
C -3.898 -0.191 0.712
C 4.184 1.702 0.654
C -2.755 5.116 -1.876
C -2.463 -3.362 0.030
H 4.098 2.681 1.130
C -2.419 -2.136 -3.301
C 2.399 1.492 -2.624
C 2.886 0.922 0.854
C 3.242 1.967 -3.820
H -4.102 0.077 -5.227
H -2.626 -2.865 5.102
H -5.443 -1.036 1.957
H -4.199 1.696 -0.254
C 2.927 -0.493 0.206
H -3.093 -0.714 1.241
C -1.134 -2.886 6.635
C 4.351 -0.866 -0.213
H -0.857 -4.925 -1.530
O 0.923 -0.874 5.368
C 5.294 -0.569 0.955
H 2.469 1.049 3.994
S -0.729 1.466 4.499
C -1.786 2.823 -1.480
C 2.409 -4.497 -2.271
H 2.967 -2.571 5.062
Si -1.254 -2.026 -0.626
V -0.290 -0.105 0.438
H 0.074 3.049 -2.554
C -2.972 1.987 1.510
H -1.396 -3.892 6.963
H 2.037 1.583 5.617
C 3.143 0.989 -5.000
H 1.013 1.184 -5.163
H -3.636 3.601 -0.648
H 2.621 -1.224 0.960
C -2.499 0.016 -2.235
H -0.689 5.519 -2.414
H 1.641 -1.528 -4.035
H 1.089 -6.186 -2.356
H -3.315 -2.272 -5.249
H -3.303 -2.931 0.576
H 0.382 -0.401 -3.566
H -2.100 -3.174 -3.298
H -0.060 -2.743 6.738
H 6.300 1.354 0.837
C -3.233 0.504 -3.316
H 1.388 1.891 -2.696
H -3.890 0.212 3.449
H 3.485 -2.667 -2.121
H -1.645 -2.161 7.268
C -1.440 4.004 -3.722
H -3.782 2.659 3.386
H -5.905 0.468 1.158
H 6.289 -0.965 0.744
C -5.082 -0.047 1.666
C -1.631 5.285 -2.917
H 3.881 0.190 -4.892
C -0.974 2.876 -2.800
H -5.521 0.874 3.575
H 2.857 -1.549 3.622
C 1.188 -5.136 -2.106
C -4.127 2.122 2.501
H 4.676 -0.304 -1.092
H -3.569 1.533 -3.332
C 1.447 -2.445 -1.437
O -1.425 -1.299 4.810
H -1.852 6.122 -3.582
C 1.445 -0.477 -3.823
C 0.203 -3.073 -1.293
H -2.874 -3.944 -0.800
H -3.669 5.600 -2.225
H -2.379 3.732 -4.212
C 1.746 0.377 -5.071
H -1.133 -3.517 3.228
C -3.108 -1.637 -4.397
H 4.395 -1.928 -0.453
C -2.112 -1.333 -2.204
H 2.042 1.508 0.461
S 0.437 -1.031 2.485
*
```

The orbital gap (alpha / beta) comes out at 7.855 / 7.769 eV.